Entry 1:
Computed, not measured: 4 unconnected molecules or ions with the total composition C34H40BrIN2O8PS at a distorted geometry, with ωB97M-V/def2-TZVPD.

Element x y z (Å)
C  -5.982  -2.454  3.190
C  -6.553  -3.184  1.941
C  -6.418  -4.695  2.031
C  -4.964  -5.188  2.132
C  -4.151  -4.696  0.938
C  -2.802  -5.413  0.771
C  -1.705  -4.445  0.296
C  -0.323  -5.068  0.535
N  0.751  -4.026  0.427
N  0.438  -2.969  -0.289
C  1.325  -2.001  -0.394
C  0.875  -0.849  -1.245
C  1.688  -0.772  -2.552
C  1.661  0.632  -3.185
C  0.388  1.432  -2.940
O  0.498  2.207  -1.741
C  2.604  -2.033  0.237
P  3.911  -0.692  0.169
O  3.313  0.655  -0.498
I  4.079  -0.012  2.507
C  2.896  -3.201  0.937
Br  4.562  -3.475  1.733
C  1.920  -4.228  1.029
S  2.276  -5.724  1.898
H  -5.824  -3.148  4.015
H  -6.699  -1.712  3.534
H  -5.041  -1.962  2.948
H  -6.037  -2.770  1.076
H  -7.596  -2.888  1.839
H  -7.013  -5.094  2.854
H  -6.850  -5.131  1.122
H  -4.941  -6.275  2.221
H  -4.582  -4.786  3.075
H  -4.745  -4.889  0.044
H  -3.988  -3.623  1.025
H  -2.471  -5.792  1.743
H  -2.889  -6.257  0.086
H  -1.853  -4.155  -0.740
H  -1.766  -3.589  0.972
H  -0.152  -5.813  -0.239
H  -0.342  -5.476  1.536
H  -0.158  -1.036  -1.525
H  0.979  0.058  -0.662
H  1.348  -1.519  -3.269
H  2.742  -0.991  -2.364
H  1.772  0.542  -4.267
H  2.516  1.219  -2.854
H  0.227  2.115  -3.776
H  -0.474  0.760  -2.909
H  -0.343  2.166  -1.278
H  2.587  1.069  -0.009
H  2.273  -5.281  3.168
C  6.125  3.960  2.277
C  6.749  5.130  2.368
C  6.010  6.368  2.725
O  6.575  7.437  2.803
C  4.552  6.248  2.978
C  3.931  5.076  2.886
C  4.670  3.844  2.529
O  4.103  2.767  2.445
H  6.643  3.045  2.017
H  7.811  5.239  2.187
H  4.033  7.162  3.237
H  2.869  4.966  3.065
C  2.770  10.542  -0.527
C  2.853  9.229  -0.723
C  4.059  8.467  -0.320
O  4.137  7.268  -0.497
C  5.169  9.221  0.311
C  5.088  10.533  0.511
C  3.882  11.299  0.107
O  3.803  12.494  0.288
H  1.900  11.119  -0.814
H  2.055  8.659  -1.182
H  6.037  8.643  0.599
H  5.887  11.101  0.971
C  -5.690  -4.235  -3.399
C  -5.196  -4.699  -4.544
C  -3.857  -4.280  -5.032
O  -3.403  -4.698  -6.072
C  -3.090  -3.324  -4.190
C  -3.585  -2.862  -3.046
C  -4.924  -3.282  -2.560
O  -5.369  -2.861  -1.513
H  -6.664  -4.527  -3.026
H  -5.738  -5.396  -5.171
H  -2.116  -3.032  -4.564
H  -3.045  -2.164  -2.417

Output
**Total charge**: +1
**Frontier orbital gap**: 6.99 eV



Entry 2:
Computed, not measured: a molecular structure, C34H40Cl3F5N3OPPtS2 at a distorted geometry, with ωB97M-V/def2-TZVPD.

Element x y z (Å)
Pt  1.971  -0.338  -0.870
F  3.042  6.262  -3.309
C  3.218  5.003  -2.891
C  2.377  4.451  -1.939
F  1.380  5.186  -1.421
C  2.570  3.147  -1.509
F  1.722  2.714  -0.551
C  3.584  2.331  -2.000
S  3.922  0.665  -1.527
C  4.419  2.925  -2.953
F  5.429  2.225  -3.484
C  4.253  4.225  -3.398
F  5.078  4.734  -4.317
C  -2.167  -3.277  -4.047
C  -1.647  -2.179  -3.118
C  -1.569  -0.854  -3.898
C  -2.677  -1.956  -2.002
P  0.014  -2.483  -2.291
N  0.405  -1.074  -1.670
C  -0.176  -3.760  -0.911
C  1.228  -4.234  -0.508
C  -1.014  -4.995  -1.260
C  -0.783  -3.080  0.326
C  1.234  -3.127  -3.578
C  1.140  -2.184  -4.785
C  2.684  -3.046  -3.068
C  0.968  -4.557  -4.057
H  -3.175  -3.005  -4.365
H  -2.230  -4.252  -3.566
H  -1.564  -3.376  -4.949
H  -2.578  -0.452  -3.984
H  -1.185  -0.986  -4.904
H  -0.956  -0.123  -3.375
H  -3.587  -1.565  -2.459
H  -2.324  -1.227  -1.275
H  -2.944  -2.873  -1.486
H  1.675  -4.893  -1.247
H  1.140  -4.800  0.422
H  1.905  -3.396  -0.339
H  -0.644  -5.524  -2.136
H  -2.062  -4.756  -1.423
H  -0.969  -5.690  -0.418
H  -0.383  -2.077  0.471
H  -0.538  -3.682  1.202
H  -1.864  -3.014  0.264
H  1.248  -1.141  -4.490
H  0.208  -2.302  -5.333
H  1.953  -2.425  -5.470
H  2.850  -2.196  -2.395
H  3.344  -2.911  -3.923
H  2.994  -3.953  -2.558
H  -0.049  -4.711  -4.417
H  1.173  -5.295  -3.284
H  1.644  -4.769  -4.888
Cl  -2.915  5.149  8.238
C  -2.142  4.281  6.949
C  -1.404  4.973  6.002
C  -0.809  4.267  4.973
C  -0.932  2.885  4.869
C  -0.272  2.153  3.725
C  1.184  1.788  4.033
N  1.629  0.757  3.117
C  1.692  -0.593  3.353
C  2.008  -1.172  2.164
N  2.116  -0.195  1.207
C  1.894  0.954  1.816
O  -0.230  2.948  2.546
C  -1.274  2.682  1.600
C  -2.637  2.760  2.213
C  -3.434  1.689  2.492
Cl  -3.106  0.041  2.130
S  -4.885  2.114  3.295
C  -4.450  3.772  3.260
C  -3.251  3.969  2.658
C  -1.659  2.228  5.852
Cl  -1.813  0.492  5.812
C  -2.276  2.906  6.889
H  -1.311  6.047  6.068
H  -0.261  4.794  4.206
H  -0.809  1.218  3.525
H  1.315  1.436  5.056
H  1.805  2.674  3.886
H  1.504  -1.006  4.324
H  2.156  -2.209  1.931
H  1.885  1.915  1.348
H  -1.109  1.699  1.143
H  -1.148  3.442  0.828
H  -5.108  4.509  3.683
H  -2.793  4.937  2.541
H  -2.848  2.371  7.632

Output
**Total charge**: 0
**Frontier orbital gap (alpha / beta)**: 6.63 / 6.63 eV